# 1
# C12H16N2O

A single C12H16N2O molecule in a non-equilibrium geometry (ωB97M-V/def2-TZVPD, OMol25).

Cartesian coordinates (Å):
C  4.312  -0.797  0.368
C  3.346  0.312  0.802
C  2.518  0.967  -0.316
C  0.225  0.054  -0.582
C  -1.936  -0.770  -0.410
C  -2.729  -1.837  -0.163
C  -4.105  -1.733  0.151
C  -4.658  -0.463  0.470
C  -3.847  0.575  0.135
C  -2.510  0.483  -0.221
C  -1.728  1.739  -0.472
C  -0.234  1.391  -0.054
H  4.175  -2.266  -0.823
H  5.161  -0.306  -0.175
H  4.635  -1.325  1.250
H  2.633  -0.074  1.561
H  4.005  1.027  1.461
H  3.110  1.272  -1.216
H  1.903  1.801  0.072
H  1.859  -1.024  -0.909
H  -2.197  -2.784  -0.382
H  -4.678  -2.684  0.368
H  -5.683  -0.437  0.849
H  -4.220  1.635  0.418
H  -2.134  2.589  0.217
H  -1.815  2.093  -1.470
H  -0.299  1.112  1.091
H  0.318  2.250  -0.253
N  1.563  -0.122  -0.744
N  -0.589  -0.938  -0.738
O  3.596  -1.741  -0.286

Force components x, y, z for each atom (eV/Å):
C 0.32 2.17 1.51
C 1.29 1.38 2.07
C -0.08 -1.79 -0.41
C -0.22 0.02 -0.22
C 0.80 2.16 0.30
C -1.33 -2.46 -0.74
C 0.34 -0.79 1.40
C 0.05 -3.00 -1.17
C -0.47 3.69 1.75
C -0.93 0.70 -0.67
C 0.73 -0.01 2.87
C -3.40 -1.45 1.90
H 0.31 -0.59 -0.40
H -0.55 -0.74 0.09
H 1.03 0.52 0.80
H 0.25 -0.04 -0.58
H -1.17 -0.77 -1.52
H -0.28 -0.03 0.90
H 1.05 -0.62 -0.34
H 0.98 -1.96 -0.29
H -0.86 0.23 0.42
H 0.68 1.26 -0.42
H 0.44 0.48 -0.20
H 0.57 -1.65 -0.78
H 0.82 -1.44 -1.19
H 0.13 0.19 -1.08
H 0.31 1.16 -1.79
H 1.19 1.08 -0.14
N -1.40 4.03 0.32
N 0.63 -0.15 -0.18
O -1.22 -1.58 -2.19

Computed properties:
**Maximum force**: 0.083 Eh/bohr
**Structure (SMILES)**: OCCCNC1=Nc2ccccc2CC1
**Calculated total energy**: -17729.727 eV

# 2
# C12H16N2O

2 unconnected molecules or ions with the total composition C12H16N2O in a non-equilibrium geometry (ωB97M-V/def2-TZVPD, OMol25).

Cartesian coordinates (Å):
C  -2.507  0.299  0.009
C  -2.415  -0.265  1.456
C  -2.449  -0.871  -0.909
O  -3.449  -1.286  -1.465
N  -1.286  -1.654  -0.983
H  -3.384  0.930  -0.093
H  -1.625  0.969  -0.174
H  -3.055  -1.150  1.557
H  -1.407  -2.464  -1.562
H  -0.419  -1.164  -0.885
H  -2.660  0.414  2.277
H  -1.405  -0.485  1.798
C  1.250  0.126  -2.702
C  1.506  -0.339  1.009
C  1.340  0.513  -0.121
C  1.591  -0.305  -1.308
C  2.135  -1.468  -0.934
C  1.317  0.228  2.244
C  1.115  1.616  2.352
C  1.021  1.850  -0.038
C  0.822  2.389  1.249
N  2.020  -1.571  0.506
H  1.660  -2.429  0.892
H  1.609  -0.280  3.150
H  2.451  -2.282  -1.526
H  1.109  2.139  3.299
H  0.851  2.358  -0.988
H  0.231  0.029  -3.069
H  1.882  -0.419  -3.419
H  0.534  3.441  1.265
H  1.617  1.132  -2.889

Force components x, y, z for each atom (eV/Å):
C 1.98 0.99 1.29
C 0.11 0.13 0.60
C -0.44 -1.74 -0.71
O -0.19 0.18 -0.10
N -1.40 1.62 0.74
H -0.25 -0.47 -0.43
H -0.60 -0.51 0.21
H 0.22 0.15 0.03
H 0.34 0.01 -0.28
H 0.53 -0.33 -0.06
H -0.72 0.46 -0.52
H 0.23 -0.58 -0.73
C 1.88 0.04 -0.88
C 0.43 0.20 -2.34
C -0.02 -1.47 -0.47
C -0.14 1.20 -0.80
C -1.74 0.40 2.54
C 1.30 0.55 1.38
C -0.94 -0.35 0.03
C -0.81 -0.27 0.58
C 0.54 0.57 -2.19
N 0.12 0.73 0.02
H 0.32 -0.15 0.08
H -0.24 -0.35 0.13
H 0.25 -0.77 -0.31
H -0.07 -0.49 0.26
H 0.02 0.36 0.48
H -0.24 -0.01 0.55
H -0.28 -0.31 0.17
H 0.21 -0.26 0.57
H -0.40 0.45 0.15

Computed properties:
**Maximum force**: 0.060 Eh/bohr
**Structure (SMILES)**: Cc1c[nH]c2ccccc12.CCC(N)=O
**Calculated total energy**: -17731.156 eV

# 3
# C12H16N2O

2 unconnected molecules or ions with the total composition C12H16N2O in a non-equilibrium geometry (ωB97M-V/def2-TZVPD, OMol25).

Cartesian coordinates (Å):
C  2.450  1.231  1.784
C  0.831  1.393  -0.215
C  2.011  0.905  0.424
C  0.815  0.848  -1.503
C  2.622  0.050  -0.507
C  -0.266  2.118  0.209
C  -0.227  0.975  -2.392
C  -1.216  2.462  -0.773
C  -1.278  1.808  -1.985
N  1.917  -0.002  -1.607
H  -0.485  2.393  1.223
H  3.230  1.999  1.729
H  3.033  0.426  2.241
H  3.544  -0.489  -0.378
H  2.261  -0.494  -2.422
H  -0.149  0.436  -3.321
H  -1.895  3.264  -0.502
H  -2.115  2.066  -2.604
H  1.629  1.632  2.375
C  -1.476  -1.537  1.285
C  -2.721  -0.946  0.611
C  -1.054  -2.836  0.652
O  -1.805  -3.780  0.579
N  0.260  -2.920  0.263
H  -0.646  -0.821  1.228
H  -1.586  -1.713  2.354
H  -3.542  -1.479  1.082
H  -2.808  -1.241  -0.430
H  0.543  -3.803  -0.130
H  0.768  -2.081  0.048
H  -2.645  0.136  0.682

Force components x, y, z for each atom (eV/Å):
C 0.89 0.16 -0.10
C 0.53 -0.73 0.35
C -0.94 0.36 0.54
C -1.03 -0.22 -0.81
C 0.94 -0.18 0.68
C -0.68 0.65 -0.82
C 0.69 -0.34 0.48
C 0.16 -0.04 1.12
C 0.28 0.89 -0.10
N 0.62 -0.15 -0.76
H 0.47 0.36 0.34
H -0.18 0.39 -0.11
H -0.62 -0.21 0.22
H 0.11 -0.12 -0.09
H -0.39 0.05 -0.17
H -0.48 0.08 -0.29
H -0.45 -0.47 -0.16
H -0.11 -0.23 -0.53
H 0.18 -0.28 0.22
C 0.93 0.60 -0.61
C 0.48 -1.02 0.46
C 0.00 -0.22 0.51
O -0.07 -0.13 -0.16
N -0.15 -0.01 -0.03
H 0.06 -0.02 -0.11
H -0.37 -0.08 0.00
H -0.58 0.86 0.11
H 0.35 0.10 -0.30
H 0.11 0.08 -0.17
H 0.09 -0.14 0.07
H -0.82 0.00 0.23

Computed properties:
**Charge**: +1
**Spin multiplicity**: 2
**Maximum force**: 0.026 Eh/bohr
**Calculated total energy**: -17724.007 eV
**Expectation value of S²**: 0.77

# 4
# C12H17AlN10S

A molecular structure, C12H17AlN10S (ωB97M-V/def2-TZVPD, OMol25).

Cartesian coordinates (Å):
Al  -0.161  -0.283  0.143
N  -3.888  1.895  0.289
C  -2.684  1.364  0.103
S  -2.415  -0.277  0.638
N  -1.784  2.138  -0.486
N  -0.605  1.513  -0.648
C  0.347  2.090  -1.273
C  1.562  1.287  -1.445
C  2.680  1.727  -2.120
C  3.759  0.866  -2.259
C  3.687  -0.410  -1.721
C  2.540  -0.782  -1.051
N  1.497  0.048  -0.910
H  -4.640  1.353  0.675
H  -4.071  2.824  -0.057
H  0.242  3.090  -1.679
H  2.695  2.727  -2.533
H  4.648  1.185  -2.787
H  4.504  -1.111  -1.820
H  2.434  -1.764  -0.612
C  1.576  1.289  4.929
N  0.441  0.578  4.294
C  -0.791  0.232  5.045
C  0.467  0.346  3.023
N  0.533  0.159  1.881
H  1.460  1.195  6.004
H  1.574  2.342  4.656
H  2.517  0.830  4.637
H  -0.696  0.647  6.042
H  -0.901  -0.848  5.120
H  -1.666  0.663  4.564
N  0.169  -6.811  -0.100
C  -0.233  -5.664  0.426
N  -0.987  -5.665  1.527
N  0.152  -4.552  -0.185
C  0.012  -3.318  -0.014
N  -0.029  -2.150  0.017
H  -0.093  -7.701  0.288
H  0.732  -6.795  -0.934
H  -1.292  -6.522  1.958
H  -1.344  -4.802  1.897

Force components x, y, z for each atom (eV/Å):
Al -0.40 0.28 0.08
N -0.04 -0.07 0.03
C 0.10 0.15 -0.03
S 0.12 -0.07 -0.11
N 0.00 -0.16 0.09
N -0.04 -0.12 0.11
C 0.20 0.00 -0.14
C -0.13 0.00 0.05
C 0.06 0.10 -0.07
C 0.04 0.02 -0.02
C 0.05 -0.01 -0.03
C -0.14 0.08 0.05
N 0.13 -0.09 0.00
H 0.00 0.01 0.00
H 0.00 0.00 -0.01
H 0.02 0.00 -0.01
H 0.03 -0.03 0.00
H -0.02 0.01 0.00
H -0.02 0.02 0.01
H -0.01 0.01 0.01
C -0.04 -0.04 -0.04
N -0.12 -0.09 -0.18
C 0.07 0.05 -0.03
C 0.34 0.32 0.47
N -0.28 -0.27 -0.21
H 0.00 -0.03 0.02
H -0.04 0.03 0.00
H 0.00 -0.02 -0.03
H 0.01 0.03 0.01
H 0.03 -0.03 -0.01
H 0.00 0.02 -0.02
N 0.00 -0.03 0.01
C -0.24 0.10 0.23
N 0.02 0.01 -0.02
N 0.40 0.02 -0.48
C -0.19 -0.26 0.12
N 0.12 0.05 0.14
H 0.00 -0.01 -0.01
H 0.00 0.02 0.00
H -0.01 0.00 0.01
H -0.01 -0.01 0.00

Computed properties:
**Charge**: +2
**Maximum force**: 0.013 Eh/bohr
**Calculated total energy**: -45044.271 eV